## 1
Molecular formula: C3H11N2O2
Method: DFT, ωB97M-V with the def2-TZVPD basis set

Geometry (Å):
1 C -1.47 1.13 -0.75
2 C 0.85 0.43 0.49
3 C 0.81 -0.95 -0.03
4 N 1.83 1.32 0.21
5 N -0.30 -1.54 0.75
6 O -2.22 0.13 -0.07
7 O 0.60 -1.04 -1.42
8 H -1.98 2.10 -0.52
9 H -1.12 0.93 -1.75
10 H 0.18 0.69 1.33
11 H 1.66 -1.62 0.12
12 H 2.49 0.86 -0.49
13 H 2.16 2.13 0.59
14 H -0.04 -1.35 1.75
15 H -0.17 -2.56 0.55
16 H -1.29 -1.17 0.49
17 H -2.83 0.68 0.51
18 H 0.82 -0.18 -1.76

Properties
Orbital gap (spin up / spin down) = 7.831 / 8.641 eV
Total charge = +1
Highest occupied orbital energy (spin up / spin down) = -0.4035 / -0.4355 Ha

=====

## 2
Molecular formula: C3H11N2O2
Method: DFT, ωB97M-V with the def2-TZVPD basis set

Geometry (Å):
1 C -1.57 0.93 -0.96
2 N -0.39 0.57 -1.85
3 C 0.45 1.71 -2.26
4 H -2.07 -0.07 -0.80
5 H -1.33 1.42 -0.01
6 H -2.22 1.61 -1.56
7 H -0.74 0.03 -2.66
8 H 0.21 -0.12 -1.32
9 H -0.09 2.42 -2.89
10 H 1.32 1.35 -2.84
11 H 0.72 2.20 -1.33
12 N -0.26 0.03 1.97
13 C 0.55 -0.87 1.29
14 O 0.63 -2.04 2.01
15 O 1.02 -0.74 0.14
16 H -0.88 -0.25 2.70
17 H -0.58 0.79 1.36
18 H 0.40 -1.89 2.96

Properties
Orbital gap = 11.743 eV
Total charge = +1
Highest occupied orbital energy = -0.5463 Ha

=====

Stability, descending: 2, 1

=====

## 1
Molecular formula: C5H14N
Method: DFT, ωB97M-V with the def2-TZVPD basis set

Geometry (Å):
1 C -0.11 0.65 0.61
2 C 0.43 -0.68 0.67
3 C 1.76 -1.23 0.12
4 C -0.66 -0.61 -0.34
5 C -2.09 -1.03 -0.17
6 N 0.00 1.32 1.83
7 H -1.48 0.79 -3.91
8 H 2.79 2.43 1.09
9 H 0.23 -1.17 1.62
10 H 1.73 -2.29 -0.06
11 H 2.50 -1.07 0.92
12 H 2.11 -0.56 -0.65
13 H -0.26 -0.50 -1.33
14 H -1.42 1.13 -4.57
15 H -2.19 -2.11 -0.26
16 H -2.66 -0.51 -0.93
17 H -2.45 -0.70 0.78
18 H 2.14 2.42 0.72
19 H -0.92 1.55 2.18
20 H 0.56 2.17 1.71

Properties
Orbital gap = 7.975 eV
Total charge = +1
Highest occupied orbital energy = -0.5370 Ha

=====

## 2
Molecular formula: C5H14N
Method: DFT, ωB97M-V with the def2-TZVPD basis set

Geometry (Å):
1 C -0.58 -2.14 -1.14
2 C -1.29 -1.03 -0.38
3 C -0.58 0.34 -0.51
4 C 0.55 0.58 0.44
5 C 1.65 1.41 -0.10
6 N -0.10 1.23 1.76
7 H -0.81 -3.16 -0.68
8 H 0.49 -2.18 -1.09
9 H -0.55 -2.20 -2.22
10 H -2.28 -1.05 -0.64
11 H -1.28 -1.44 0.71
12 H -0.02 0.16 -1.55
13 H -1.32 1.13 -0.65
14 H 0.81 -0.50 0.77
15 H 2.60 1.35 0.37
16 H 1.91 1.11 -1.15
17 H 1.52 2.46 -0.15
18 H -0.78 0.46 2.13
19 H 0.56 1.32 2.49
20 H -0.50 2.14 1.58

Properties
Orbital gap = 11.519 eV
SMILES = CCC[C@@H](C)[NH3+]
Total charge = +1
Highest occupied orbital energy = -0.5567 Ha

=====

## 3
Molecular formula: C5H14N
Method: DFT, ωB97M-V with the def2-TZVPD basis set

Geometry (Å):
1 C 2.03 1.22 -1.65
2 N 0.67 0.65 -1.36
3 H 2.46 1.50 -0.69
4 H 2.63 0.49 -2.17
5 H 1.87 2.09 -2.28
6 H 0.02 1.37 -1.04
7 H 0.58 -0.05 -0.59
8 H 0.22 0.23 -2.18
9 C -0.42 1.19 1.74
10 C -0.41 -0.26 1.35
11 C -1.24 -0.87 0.49
12 C -1.04 -2.26 -0.03
13 H -1.13 1.78 1.16
14 H -0.66 1.31 2.80
15 H 0.58 1.63 1.63
16 H 0.31 -0.90 1.85
17 H -2.16 -0.34 0.24
18 H -0.28 -2.77 0.57
19 H -1.99 -2.78 -0.04
20 H -0.63 -2.32 -1.04

Properties
Orbital gap = 9.849 eV
Total charge = +1
Highest occupied orbital energy = -0.4885 Ha

=====

Stability, descending: 3, 2, 1

=====

## 1
Molecular formula: C5H14N
Method: DFT, ωB97M-V with the def2-TZVPD basis set

Geometry (Å):
1 C -2.09 0.52 -0.73
2 C -1.12 -0.53 -0.19
3 C -1.25 -0.90 1.31
4 C 0.34 -0.30 -0.68
5 C 1.24 0.24 0.42
6 N 2.54 0.72 -0.19
7 H -2.44 0.28 -1.73
8 H -2.95 0.61 -0.07
9 H -1.66 1.53 -0.69
10 H -1.40 -1.45 -0.69
11 H -2.02 -1.65 1.42
12 H -1.47 -0.03 1.93
13 H -0.36 -1.40 1.64
14 H 0.31 0.48 -1.44
15 H 0.71 -1.24 -1.08
16 H 0.76 1.10 0.88
17 H 1.56 -0.48 1.17
18 H 3.20 1.13 0.48
19 H 2.45 1.43 -0.93
20 H 3.02 -0.07 -0.63

Properties
Orbital gap = 10.892 eV
SMILES = CC(C)CC[NH3+]
Total charge = +1
Highest occupied orbital energy = -0.5398 Ha

=====

## 2
Molecular formula: C5H14N
Method: DFT, ωB97M-V with the def2-TZVPD basis set

Geometry (Å):
1 C -0.48 2.36 0.30
2 C 0.37 1.30 0.97
3 C -1.05 -0.45 1.89
4 N -0.32 -0.01 0.95
5 H -0.81 2.04 -0.69
6 H -1.37 2.58 0.90
7 H 0.08 3.27 0.17
8 H 1.32 1.14 0.46
9 H 0.60 1.52 2.00
10 H -1.52 -1.43 1.80
11 H -1.20 0.16 2.77
12 H -0.21 -0.60 0.12
13 C 1.10 -2.13 -1.54
14 C 0.26 -0.98 -2.11
15 H 0.54 -3.06 -1.63
16 H 1.35 -2.00 -0.48
17 H 2.04 -2.22 -2.08
18 H -0.77 -0.99 -1.73
19 H 0.70 0.00 -1.94
20 H 0.15 -1.09 -3.18

Properties
Orbital gap = 10.727 eV
Total charge = +1
Highest occupied orbital energy = -0.5782 Ha

=====

## 3
Molecular formula: C5H14N
Method: DFT, ωB97M-V with the def2-TZVPD basis set

Geometry (Å):
1 C -0.92 1.90 -0.94
2 C 0.10 0.87 -1.48
3 C 0.12 -0.58 -0.87
4 C -0.15 -0.55 0.65
5 C -0.18 -2.03 1.13
6 N 0.95 0.23 1.33
7 H -1.08 2.59 -1.75
8 H -0.57 2.36 -0.03
9 H -1.83 1.33 -0.73
10 H -0.08 0.72 -2.54
11 H 1.13 1.25 -1.41
12 H -0.65 -1.24 -1.25
13 H 1.12 -0.96 -1.10
14 H -1.05 0.00 0.89
15 H -0.09 -2.67 0.27
16 H 0.70 -2.26 1.74
17 H -1.08 -2.34 1.65
18 H 1.06 1.07 0.75
19 H 0.65 0.52 2.26
20 H 1.86 -0.22 1.43

Properties
Orbital gap = 11.888 eV
SMILES = CCC[C@@H](C)[NH3+]
Total charge = +1
Highest occupied orbital energy = -0.5667 Ha

=====

## 4
Molecular formula: C5H14N
Method: DFT, ωB97M-V with the def2-TZVPD basis set

Geometry (Å):
1 C -0.94 -1.73 -1.00
2 C -0.05 -0.53 -0.43
3 C 1.40 -1.00 -0.24
4 C 2.32 0.03 0.50
5 C 2.18 1.47 -0.02
6 N -0.50 -0.01 0.71
7 H -0.98 -2.39 -0.14
8 H -1.93 -1.36 -1.29
9 H -0.39 -2.14 -1.85
10 H 0.01 0.24 -1.27
11 H 1.97 -1.14 -1.17
12 H 1.41 -1.96 0.32
13 H 3.34 -0.34 0.44
14 H 1.97 -0.03 1.53
15 H 2.46 1.49 -1.09
16 H 2.82 2.14 0.55
17 H 1.14 1.75 0.13
18 H -7.40 2.52 2.15
19 H -1.46 0.35 0.75
20 H -7.36 2.65 1.43

Properties
Orbital gap = 6.384 eV
Total charge = +1
Highest occupied orbital energy = -0.5682 Ha

=====

Stability, descending: 3, 1, 2, 4

=====

## 1
Molecular formula: C24H25N5PdS
Method: DFT, ωB97M-V with the def2-TZVPD basis set

Geometry (Å):
1 Pd -0.08 0.22 1.20
2 C 2.79 -0.27 0.18
3 C 2.29 -1.14 -0.96
4 C 1.57 -0.35 -2.02
5 C 1.85 -0.54 -3.37
6 C 1.24 0.27 -4.31
7 C 0.37 1.26 -3.87
8 C 0.15 1.37 -2.51
9 N 0.71 0.58 -1.60
10 N 1.93 -0.19 1.41
11 C 2.42 0.96 2.23
12 C 1.84 2.24 1.69
13 C 2.51 3.44 1.70
14 C 1.86 4.58 1.24
15 C 0.56 4.47 0.78
16 C -0.05 3.23 0.79
17 N 0.57 2.14 1.24
18 C 1.98 -1.47 2.18
19 C 0.86 -2.40 1.77
20 C 0.97 -3.77 1.88
21 C -0.13 -4.56 1.56
22 C -1.30 -3.94 1.14
23 C -1.33 -2.56 1.05
24 N -0.27 -1.81 1.35
25 H 2.92 0.75 -0.18
26 H 3.77 -0.62 0.53
27 H 1.68 -1.97 -0.60
28 H 3.17 -1.61 -1.42
29 H 2.56 -1.30 -3.67
30 H 1.45 0.15 -5.36
31 H -0.10 1.94 -4.57
32 H -0.52 2.14 -2.13
33 H 3.51 0.99 2.24
34 H 2.08 0.82 3.25
35 H 3.53 3.49 2.06
36 H 2.37 5.53 1.24
37 H 0.02 5.34 0.42
38 H -1.07 3.10 0.46
39 H 1.84 -1.23 3.23
40 H 2.95 -1.95 2.07
41 H 1.89 -4.22 2.21
42 H -0.08 -5.63 1.64
43 H -2.18 -4.51 0.88
44 H -2.22 -2.04 0.74
45 S -2.32 0.74 1.58
46 C -3.32 0.25 0.28
47 N -4.63 0.62 0.36
48 C -5.57 0.31 -0.56
49 C -5.23 -0.42 -1.66
50 C -3.90 -0.83 -1.79
51 C -2.96 -0.51 -0.84
52 H -4.90 1.16 1.17
53 H -6.56 0.67 -0.36
54 H -5.98 -0.67 -2.40
55 H -3.60 -1.42 -2.65
56 H -1.93 -0.82 -0.93

Properties
Orbital gap = 8.480 eV
Total charge = +2
Highest occupied orbital energy = -0.5190 Ha

=====

## 2
Molecular formula: C24H25N5PdS
Method: DFT, ωB97M-V with the def2-TZVPD basis set

Geometry (Å):
1 Pd 0.20 -0.79 -0.11
2 C -3.01 -0.74 -0.08
3 C -2.95 0.45 0.88
4 C -2.21 1.62 0.30
5 C -2.81 2.87 0.20
6 C -2.13 3.92 -0.40
7 C -0.87 3.68 -0.91
8 C -0.34 2.41 -0.77
9 N -0.98 1.40 -0.17
10 N -1.83 -1.63 -0.03
11 C -1.78 -2.47 -1.25
12 C -1.14 -1.73 -2.40
13 C -1.58 -1.84 -3.70
14 C -0.88 -1.19 -4.72
15 C 0.23 -0.44 -4.39
16 C 0.62 -0.36 -3.07
17 N -0.06 -0.98 -2.10
18 C -1.76 -2.41 1.22
19 C -0.95 -1.72 2.30
20 C -1.23 -1.91 3.64
21 C -0.41 -1.32 4.60
22 C 0.66 -0.55 4.18
23 C 0.87 -0.39 2.82
24 N 0.09 -0.97 1.91
25 H -3.08 -0.36 -1.11
26 H -3.90 -1.34 0.11
27 H -2.50 0.16 1.83
28 H -3.97 0.75 1.11
29 H -3.81 3.02 0.59
30 H -2.59 4.89 -0.48
31 H -0.30 4.46 -1.40
32 H 0.65 2.19 -1.17
33 H -2.77 -2.84 -1.54
34 H -1.15 -3.34 -1.04
35 H -2.45 -2.44 -3.93
36 H -1.21 -1.28 -5.74
37 H 0.81 0.07 -5.15
38 H 1.48 0.21 -2.76
39 H -1.27 -3.36 1.01
40 H -2.76 -2.65 1.60
41 H -2.07 -2.52 3.93
42 H -0.61 -1.46 5.65
43 H 1.32 -0.06 4.88
44 H 1.70 0.20 2.45
45 S 2.43 -1.39 -0.23
46 C 3.46 -0.05 0.06
47 N 4.79 -0.29 -0.02
48 C 5.75 0.64 0.18
49 C 5.40 1.92 0.49
50 C 4.04 2.23 0.58
51 C 3.08 1.27 0.37
52 H 5.08 -1.24 -0.24
53 H 6.77 0.30 0.08
54 H 6.17 2.67 0.64
55 H 3.74 3.24 0.82
56 H 2.03 1.49 0.45

Properties
Orbital gap = 8.263 eV
Total charge = +2
Highest occupied orbital energy = -0.5143 Ha

=====

Stability, descending: 1, 2

=====

## 1
Molecular formula: C19H22N3
Method: DFT, ωB97M-V with the def2-TZVPD basis set

Geometry (Å):
1 C 2.24 -0.35 1.72
2 N 1.11 -0.30 1.04
3 C 0.89 0.07 -0.37
4 C -0.10 -0.89 -0.98
5 N 2.15 0.08 -1.10
6 C 2.59 1.11 -1.92
7 C 2.01 2.34 -2.16
8 C 2.69 3.22 -3.02
9 C 3.92 2.85 -3.59
10 C 4.51 1.62 -3.32
11 C 3.83 0.73 -2.49
12 C 4.10 -0.62 -2.06
13 C 5.16 -1.48 -2.29
14 C 5.09 -2.77 -1.74
15 C 3.99 -3.18 -0.97
16 C 2.92 -2.31 -0.71
17 C 3.00 -1.03 -1.25
18 N -0.18 -0.39 1.54
19 C -0.75 0.94 1.78
20 C -1.87 0.68 2.79
21 C -1.66 -0.75 3.30
22 C -0.29 -1.19 2.77
23 H 3.18 -0.35 1.17
24 H 2.19 -0.29 2.81
25 H 0.49 1.09 -0.41
26 H -1.09 -0.68 -0.58
27 H -0.11 -0.77 -2.07
28 H 0.17 -1.93 -0.74
29 H 1.06 2.60 -1.70
30 H 2.27 4.20 -3.24
31 H 4.43 3.56 -4.25
32 H 5.48 1.32 -3.72
33 H 6.00 -1.14 -2.88
34 H 5.91 -3.48 -1.92
35 H 3.97 -4.19 -0.55
36 H 2.07 -2.61 -0.11
37 H -1.11 1.36 0.83
38 H 0.01 1.63 2.20
39 H -2.85 0.78 2.31
40 H -1.82 1.41 3.61
41 H -1.71 -0.84 4.39
42 H -2.42 -1.41 2.87
43 H 0.52 -0.97 3.47
44 H -0.25 -2.26 2.51

Properties
Orbital gap = 6.334 eV
SMILES = C=[N+]([C@H](C)n1c2ccccc2c2ccccc21)N1CCCC1
Total charge = +1
Highest occupied orbital energy = -0.4015 Ha

=====

## 2
Molecular formula: C19H22N3
Method: DFT, ωB97M-V with the def2-TZVPD basis set

Geometry (Å):
1 C -4.86 -1.27 2.00
2 C -3.44 -0.81 1.80
3 C -3.09 0.53 1.91
4 C -1.80 0.98 1.59
5 C -0.84 0.07 1.12
6 C 0.53 0.57 0.69
7 C 1.76 -0.06 1.35
8 C 2.95 0.71 1.41
9 C 4.18 0.09 1.63
10 C 4.24 -1.28 1.93
11 C 3.05 -1.96 2.16
12 C 1.82 -1.33 1.95
13 N 0.71 0.45 -0.75
14 C 0.09 1.15 -1.73
15 N -0.80 2.16 -1.89
16 C -1.03 2.42 -3.32
17 C -0.19 1.37 -4.03
18 N 0.53 0.76 -2.93
19 C 1.43 -0.37 -2.85
20 C 1.64 -0.51 -1.35
21 C -1.14 -1.29 1.15
22 C -2.43 -1.72 1.47
23 H -4.91 -2.37 2.06
24 H -5.30 -0.86 2.93
25 H -5.52 -0.95 1.18
26 H -3.85 1.25 2.20
27 H -1.52 2.01 1.76
28 H 0.56 1.65 0.91
29 H 2.90 1.79 1.30
30 H 5.10 0.67 1.55
31 H 5.20 -1.80 1.99
32 H 3.07 -3.00 2.50
33 H 0.92 -1.82 2.32
34 H -1.26 2.63 -1.12
35 H -0.69 3.43 -3.59
36 H -2.09 2.34 -3.57
37 H 0.51 1.80 -4.76
38 H -0.81 0.63 -4.55
39 H 2.34 -0.16 -3.43
40 H 0.97 -1.27 -3.27
41 H 1.44 -1.54 -1.01
42 H 2.68 -0.29 -1.09
43 H -0.38 -2.04 0.98
44 H -2.67 -2.78 1.44

Properties
Orbital gap = 9.439 eV
SMILES = Cc1ccc([C@@H](c2ccccc2)[N+]2=C3NCCN3CC2)cc1
Total charge = +1
Highest occupied orbital energy = -0.4302 Ha

=====

Stability, descending: 2, 1

=====

## 1
Molecular formula: NO6S
Method: DFT, ωB97M-V with the def2-TZVPD basis set

Geometry (Å):
1 O -1.49 -1.91 -0.87
2 N -0.88 -1.17 -0.11
3 O -0.23 -1.58 0.81
4 O -0.91 0.11 -0.32
5 S 0.71 1.05 0.12
6 O 0.31 2.31 -0.47
7 O 1.63 0.28 -0.69
8 O 0.85 0.91 1.53

Properties
Orbital gap = 10.415 eV
SMILES = O=[N+]([O-])OS(=O)(=O)[O-]
Total charge = -1
Highest occupied orbital energy = -0.2368 Ha

=====

## 2
Molecular formula: NO6S
Method: DFT, ωB97M-V with the def2-TZVPD basis set

Geometry (Å):
1 O -1.52 -1.11 0.29
2 N -1.54 0.07 0.03
3 O -2.59 0.69 -0.10
4 O -0.39 0.62 -0.03
5 S 1.33 -0.06 -0.05
6 O 1.37 -0.63 -1.37
7 O 1.37 -0.83 1.19
8 O 1.97 1.26 0.03

Properties
Orbital gap = 10.442 eV
SMILES = O=[N+]([O-])OS(=O)(=O)[O-]
Total charge = -1
Highest occupied orbital energy = -0.2377 Ha

=====

Stability, descending: 1, 2

=====

## 1
Molecular formula: C5H11NO2S
Method: DFT, ωB97M-V with the def2-TZVPD basis set

Geometry (Å):
1 C -0.58 0.19 -0.06
2 C 0.50 2.37 -0.64
3 C 1.15 0.66 1.16
4 C -2.06 -1.65 -0.18
5 C 0.70 0.85 -0.28
6 N -0.83 -0.96 -0.38
7 O 0.97 -2.69 0.85
8 O 1.73 -2.00 -1.33
9 S 0.74 -2.71 -0.57
10 H -1.86 1.13 0.33
11 H 1.04 2.92 0.17
12 H -0.51 2.53 -0.66
13 H 1.04 2.73 -1.60
14 H 2.03 1.32 1.38
15 H 1.29 -0.43 1.40
16 H 0.31 1.15 1.78
17 H -2.21 -2.23 -1.06
18 H -1.93 -2.52 0.57
19 H -2.85 -0.90 0.06
20 H 1.35 0.25 -0.95

Properties
Orbital gap = 9.549 eV
Total charge = 0
Highest occupied orbital energy = -0.3543 Ha

=====

## 2
Molecular formula: C5H11NO2S
Method: DFT, ωB97M-V with the def2-TZVPD basis set

Geometry (Å):
1 C -0.90 4.24 -1.57
2 C -0.78 3.23 -0.70
3 C -1.36 1.85 -1.04
4 C -0.19 3.35 0.67
5 H -0.43 5.20 -1.40
6 H -1.43 4.30 -2.51
7 H -1.23 1.56 -2.06
8 H -2.43 1.67 -0.78
9 H -0.94 1.00 -0.28
10 H 0.05 4.38 1.11
11 H -1.08 2.98 1.19
12 H 0.51 2.59 0.99
13 O 1.71 -0.58 -1.70
14 C 1.81 0.49 -2.08
15 N 1.96 1.58 -2.58
16 O 2.08 2.81 -1.87
17 H 1.46 3.47 -2.37
18 S -0.39 -4.14 1.33
19 H -0.95 -3.68 2.37
20 H -1.54 -4.37 0.72

Properties
Orbital gap = 9.942 eV
SMILES = C=C(C)C.O=C=NO.S
Total charge = 0
Highest occupied orbital energy = -0.3460 Ha

=====

Stability, descending: 1, 2